Molecular formula: C25H28BIrN7O2
Method: DFT, the ωB97M-V functional and the def2-TZVPD basis

Structure (XYZ):
```
64
C25H28BIrN7O2, DFT the ωB97M-V functional and the def2-TZVPD basis
H 1.50 -0.62 2.15
N 2.43 -0.75 0.23
B 3.78 -1.51 -1.78
N 3.44 -1.55 -0.27
C 3.82 -2.42 0.69
Ir 1.46 0.65 -0.89
H 4.56 -3.17 0.44
C 3.09 -2.15 1.84
H 3.14 -2.67 2.78
C 2.24 -1.09 1.53
H 4.69 -2.21 -2.12
C 0.36 2.18 -1.54
H 1.00 2.31 -0.59
H -0.71 2.18 -1.31
H 0.70 2.97 -2.21
N 4.08 -0.01 -2.03
N 2.40 -1.81 -2.42
N 3.18 0.98 -1.59
N 1.31 -1.02 -2.07
C 5.22 0.60 -2.38
C 1.98 -2.77 -3.27
H 6.03 -0.01 -2.75
H 2.70 -3.49 -3.64
C 5.11 1.96 -2.16
C 0.62 -2.60 -3.50
C 3.82 2.18 -1.68
C 0.24 -1.48 -2.76
H 5.87 2.70 -2.30
H -0.01 -3.20 -4.14
H 3.31 3.09 -1.41
H -0.72 -0.96 -2.74
H 0.58 1.14 -2.14
C -2.72 -3.23 1.67
C -2.89 -2.13 0.65
C -2.97 -2.48 -0.69
C -3.11 -1.50 -1.68
C -3.11 -0.16 -1.32
C -2.98 0.20 0.04
N -2.93 1.57 0.28
C -2.54 2.31 1.41
C -3.37 3.37 1.82
C -3.07 4.10 2.96
C -1.89 3.85 3.68
C -1.02 2.86 3.23
C -1.34 2.08 2.12
C -0.46 0.88 1.81
O -0.10 0.25 2.84
O -0.25 0.52 0.59
C -3.01 -0.79 1.05
C -3.20 -0.44 2.49
H -1.88 -3.04 2.35
H -3.62 -3.35 2.30
H -2.54 -4.19 1.17
H -2.93 -3.53 -0.97
H -3.22 -1.78 -2.73
H -3.19 0.62 -2.08
H -3.35 2.14 -0.45
H -4.27 3.57 1.23
H -3.78 4.86 3.30
H -1.65 4.43 4.57
H -0.07 2.67 3.74
H -2.25 -0.28 3.00
H -3.82 0.45 2.62
H -3.68 -1.27 3.02
```

Computed properties:
Net charge: +2
Expectation value of S²: 8.810
Spin multiplicity: 6
Frontier orbital gap (spin up / spin down): 4.326 / 5.456 eV
Energy: -44398.6547 eV
Lowest unoccupied orbital energy (spin up / spin down): -5.876 / -9.093 eV
HOMO level (spin up / spin down): -10.203 / -14.549 eV



Molecular formula: C3H14N2O3
Method: DFT, the ωB97M-V functional and the def2-TZVPD basis

Structure (XYZ):
```
22
C3H14N2O3, DFT the ωB97M-V functional and the def2-TZVPD basis
N 0.56 -0.15 -1.00
C 0.53 -1.09 0.16
C -0.20 -2.42 -0.22
O -0.62 -2.39 -1.56
C -0.12 -0.51 1.41
N -1.55 -0.13 1.22
H 0.79 -0.74 -1.80
H 1.30 0.53 -0.84
H 1.58 -1.28 0.50
H -1.01 -2.75 0.45
H 0.52 -3.27 -0.29
H -1.47 -1.96 -1.63
H 0.25 0.41 1.89
H -0.10 -1.33 2.15
H -1.61 0.59 0.51
H -2.13 -0.91 0.95
H -0.74 2.47 -0.05
H -0.35 3.82 0.50
O -0.68 3.40 -0.32
H 1.57 2.30 -1.50
H 1.50 2.79 0.14
O 1.97 2.61 -0.68
```

Computed properties:
Net charge: -1
Expectation value of S²: 0.751
Energy above the lowest of the compared OMol25 structures with the same formula, charge and spin: 136.9 kJ/mol
Spin multiplicity: 2
Frontier orbital gap (spin up / spin down): 2.549 / 9.071 eV
Energy: -12458.6571 eV
Lowest unoccupied orbital energy (spin up / spin down): 3.387 / 3.230 eV
HOMO level (spin up / spin down): 0.838 / -5.842 eV



Molecular formula: C10H18INO
Method: DFT, the ωB97M-V functional and the def2-TZVPD basis

Structure (XYZ):
```
31
C10H18INO, DFT the ωB97M-V functional and the def2-TZVPD basis
C -1.83 1.86 -1.56
C 0.49 0.92 -1.94
C -0.35 -3.03 0.68
C 2.07 -1.24 -0.24
C -0.96 0.43 1.55
C 1.48 1.04 1.58
C -1.80 2.83 -0.66
C -0.39 -1.83 -0.28
C 0.67 -0.83 0.12
C 0.42 0.16 0.99
N -0.85 0.91 -1.86
O 1.15 0.06 -2.43
I 1.47 2.83 -1.56
H -2.72 1.69 -2.15
H -1.12 -3.75 0.42
H -0.51 -2.70 1.70
H 0.61 -3.53 0.62
H 2.71 -0.40 -0.45
H 2.06 -1.87 -1.13
H 2.51 -1.81 0.57
H -0.99 1.40 2.03
H -1.21 -0.32 2.30
H -1.74 0.41 0.79
H 2.42 0.97 1.06
H 1.15 2.08 1.58
H 1.65 0.75 2.62
H -0.97 3.02 -0.01
H -2.65 3.48 -0.56
H -0.20 -2.18 -1.30
H -1.39 -1.39 -0.25
H -1.21 0.03 -2.21
```

Computed properties:
Net charge: 0
Energy above the lowest of the compared OMol25 structures with the same formula, charge and spin: 0.0 kJ/mol
SMILES: CCC(C)=C(C)C.C=CNC(=O)I
Frontier orbital gap: 8.786 eV
Energy: -22299.2237 eV
Lowest unoccupied orbital energy: 0.384 eV
HOMO level: -8.401 eV



Molecular formula: C35H42N3P2S2SiZn
Method: DFT, the ωB97M-V functional and the def2-TZVPD basis

Structure (XYZ):
```
86
C35H42N3P2S2SiZn, DFT the ωB97M-V functional and the def2-TZVPD basis
Zn -0.26 0.55 1.01
S 3.27 -0.64 -0.17
P 1.58 -1.66 -0.48
C 0.11 -0.80 -0.35
P -1.30 -0.90 -1.30
S -2.51 0.63 -0.89
C -2.29 -2.44 -1.17
C -3.56 -2.52 -1.74
C -4.33 -3.65 -1.58
C -3.86 -4.72 -0.83
C -2.60 -4.65 -0.25
C -1.83 -3.51 -0.42
C -0.91 -0.84 -3.10
C -0.29 0.32 -3.56
C -0.01 0.49 -4.90
C -0.34 -0.51 -5.81
C -0.94 -1.68 -5.37
C -1.22 -1.84 -4.01
C 1.67 -3.05 0.73
C 0.89 -3.02 1.88
C 1.07 -3.96 2.88
C 2.02 -4.95 2.75
C 2.80 -5.00 1.60
C 2.63 -4.05 0.60
C 1.68 -2.55 -2.08
C 1.15 -3.82 -2.26
C 1.24 -4.46 -3.49
C 1.85 -3.82 -4.56
C 2.36 -2.54 -4.39
C 2.29 -1.91 -3.16
H -3.93 -1.67 -2.30
H -5.32 -3.69 -2.02
H -4.47 -5.61 -0.70
H -2.23 -5.48 0.35
H -0.86 -3.45 0.06
H -0.04 1.09 -2.84
H 0.47 1.40 -5.25
H -0.12 -0.38 -6.87
H -1.18 -2.47 -6.07
H -1.68 -2.76 -3.67
H 0.14 -2.24 1.98
H 0.45 -3.92 3.77
H 2.16 -5.69 3.53
H 3.56 -5.77 1.48
H 3.26 -4.08 -0.28
H 0.67 -4.33 -1.43
H 0.82 -5.45 -3.61
H 1.91 -4.31 -5.52
H 2.83 -2.03 -5.23
H 2.70 -0.92 -3.02
C -4.42 3.54 3.72
Si -2.63 3.43 4.25
C -1.83 5.11 3.99
C -2.54 3.00 6.07
C -1.76 2.20 3.25
C -1.21 1.39 2.53
H -5.00 4.18 4.39
H -4.88 2.55 3.70
H -4.48 3.96 2.71
H -2.31 5.88 4.60
H -1.91 5.40 2.94
H -0.77 5.09 4.24
H -3.11 3.71 6.67
H -1.50 3.01 6.42
H -2.94 2.00 6.25
C -0.39 3.51 -0.12
N 0.94 4.01 0.22
C 1.53 4.81 -0.84
C 1.77 3.13 0.89
N 1.44 1.91 1.08
N 2.98 3.68 1.30
C 3.99 2.76 1.78
C 2.95 4.94 2.02
H -0.98 4.34 -0.51
H -0.89 3.14 0.77
H -0.36 2.72 -0.87
H 1.53 4.27 -1.79
H 2.55 5.08 -0.60
H 0.94 5.72 -0.97
H 2.12 1.41 1.64
H 3.78 2.39 2.79
H 4.95 3.28 1.81
H 4.08 1.91 1.10
H 2.07 5.52 1.73
H 3.85 5.53 1.79
H 2.91 4.78 3.10
```

Computed properties:
Net charge: -1
Energy above the lowest of the compared OMol25 structures with the same formula, charge and spin: 17.7 kJ/mol
Frontier orbital gap: 6.851 eV
Energy: -137994.4812 eV
Lowest unoccupied orbital energy: 2.519 eV
HOMO level: -4.332 eV



Molecular formula: C9H14
Method: DFT, the ωB97M-V functional and the def2-TZVPD basis

Structure (XYZ):
```
23
C9H14, DFT the ωB97M-V functional and the def2-TZVPD basis
C 0.16 -2.48 -1.55
C 0.60 -3.70 -2.36
H -0.77 -1.99 -1.84
H 0.03 -2.75 -0.50
H 0.93 -1.71 -1.51
H -0.17 -4.34 -2.79
H 1.30 -3.43 -3.14
H 1.18 -4.36 -1.71
C -0.09 1.20 3.19
C 0.54 1.12 -0.53
C -0.25 2.18 -0.98
C 0.51 0.72 0.80
C -0.29 1.41 1.70
C -1.13 2.76 -0.10
C -1.17 2.38 1.23
H 1.28 0.69 -1.20
H -0.21 2.38 -2.05
H 1.25 0.01 1.14
H -1.78 3.56 -0.45
H -1.00 0.83 3.68
H 0.20 2.14 3.64
H -1.77 2.94 1.93
H 0.65 0.43 3.38
```

Computed properties:
Net charge: 0
Energy above the lowest of the compared OMol25 structures with the same formula, charge and spin: 34.4 kJ/mol
SMILES: Cc1ccccc1.CC
Frontier orbital gap: 10.082 eV
Energy: -9559.8245 eV
Lowest unoccupied orbital energy: 1.042 eV
HOMO level: -9.040 eV



Molecular formula: C3H4N2OS
Method: DFT, the ωB97M-V functional and the def2-TZVPD basis

Structure (XYZ):
```
11
C3H4N2OS, DFT the ωB97M-V functional and the def2-TZVPD basis
C 1.88 -0.43 -0.01
C 0.56 0.27 0.00
C -1.54 0.48 -0.01
H 2.69 0.33 0.00
H 1.98 -1.06 0.89
H 1.98 -1.06 -0.88
H -2.98 -1.28 0.02
N 0.32 1.53 0.00
N -1.07 1.68 0.00
O -0.58 -0.47 -0.01
S -3.23 0.01 0.00
```

Computed properties:
Net charge: 0
Energy above the lowest of the compared OMol25 structures with the same formula, charge and spin: 105.5 kJ/mol
SMILES: Cc1nnc(S)o1
Frontier orbital gap: 9.893 eV
Energy: -19037.9550 eV
Lowest unoccupied orbital energy: 0.588 eV
HOMO level: -9.306 eV



Repeat the third record exactly.
Molecular formula: C10H18INO
Method: DFT, the ωB97M-V functional and the def2-TZVPD basis

Structure (XYZ):
```
31
C10H18INO, DFT the ωB97M-V functional and the def2-TZVPD basis
C -1.83 1.86 -1.56
C 0.49 0.92 -1.94
C -0.35 -3.03 0.68
C 2.07 -1.24 -0.24
C -0.96 0.43 1.55
C 1.48 1.04 1.58
C -1.80 2.83 -0.66
C -0.39 -1.83 -0.28
C 0.67 -0.83 0.12
C 0.42 0.16 0.99
N -0.85 0.91 -1.86
O 1.15 0.06 -2.43
I 1.47 2.83 -1.56
H -2.72 1.69 -2.15
H -1.12 -3.75 0.42
H -0.51 -2.70 1.70
H 0.61 -3.53 0.62
H 2.71 -0.40 -0.45
H 2.06 -1.87 -1.13
H 2.51 -1.81 0.57
H -0.99 1.40 2.03
H -1.21 -0.32 2.30
H -1.74 0.41 0.79
H 2.42 0.97 1.06
H 1.15 2.08 1.58
H 1.65 0.75 2.62
H -0.97 3.02 -0.01
H -2.65 3.48 -0.56
H -0.20 -2.18 -1.30
H -1.39 -1.39 -0.25
H -1.21 0.03 -2.21
```

Computed properties:
Net charge: 0
Energy above the lowest of the compared OMol25 structures with the same formula, charge and spin: 0.0 kJ/mol
SMILES: CCC(C)=C(C)C.C=CNC(=O)I
Frontier orbital gap: 8.786 eV
Energy: -22299.2237 eV
Lowest unoccupied orbital energy: 0.384 eV
HOMO level: -8.401 eV